The following is a quantum chemistry calculation of C4H8N2O2 in the gas phase at a distorted geometry, from the OMol25 dataset.

Each atom is followed by the atoms it is bonded to, with distances in Å.
Element x y z (Å)
1 N -0.48770 -0.88800 2.35808  C2 1.331, H9 1.129, H10 0.961
2 C -0.32255 -0.13958 1.26943  N1 1.331, C3 1.498, N5 1.317
3 C -0.60690 1.32553 1.39905  C2 1.498, O4 1.300, H11 1.308
4 O -0.68129 1.79092 2.61052  C3 1.300
5 N -0.16390 -0.45785 0.00092  C2 1.317, C6 1.502
6 C 0.08376 0.45747 -1.16407  N5 1.502, C7 1.539, H12 1.061, H13 1.101
7 C 0.94741 -0.45686 -2.05124  C6 1.539, O8 1.347, H14 1.156, H15 1.224
8 O 0.27638 -1.57532 -2.38909  C7 1.347, H16 1.196
9 H -0.12099 -1.95309 2.42928  N1 1.129
10 H -0.74506 -0.32324 3.09166  N1 0.961
11 H -1.08660 2.05703 0.42686  C3 1.308
12 H -0.74676 1.00107 -1.53872  C6 1.061
13 H 0.74675 1.18969 -0.67700  C6 1.101
14 H 1.53676 0.13310 -2.85183  C7 1.156
15 H 1.95122 -0.56029 -1.35834  C7 1.224
16 H -0.58052 -1.60057 -1.55552  O8 1.196

For the HOMO-LUMO gap, the calculation gives 8.6 eV. As for the molecular weight: 116.12 g/mol. The HOMO energy is -0.342 Eh. The value obtained for the total energy is -417.04780 a.u.

Atom charges from the Mulliken analysis, given in e for atoms 1 to 2: atom 1 (N): -0.44, atom 2 (C): 0.41